C5H12O | ωB97M-V/def2-TZVPD

```
18
Properties=species:S:1:pos:R:3:forces:R:3
C 1.8863 -1.4511 1.0165 -0.1 0.0 0.0
C 1.0948 -0.3154 0.3406 -0.3 0.2 0.1
C -0.3515 -0.7263 -0.0503 -0.8 0.2 1.1
C -1.7209 0.6808 0.2240 1.1 -1.2 0.0
O -2.1094 1.2060 -0.9733 0.0 0.0 0.1
C -0.9486 1.2997 -1.7466 0.5 -0.2 -0.2
H 1.3412 -1.8341 1.8864 0.1 0.0 -0.1
H 2.8702 -1.1083 1.3674 -0.3 0.0 -0.1
H 2.0609 -2.2951 0.3364 -0.1 0.2 0.1
H 1.6906 0.0449 -0.5180 -0.5 -0.1 0.1
H 1.0356 0.5297 1.0332 0.1 0.0 0.0
H -0.2337 -1.4451 -0.9104 -0.9 1.0 0.3
H -0.7921 -1.3240 0.7234 0.2 -0.6 0.7
H -2.6582 0.4534 0.7812 1.0 -0.6 -0.2
H -1.0830 1.3606 0.8109 0.0 -0.1 -0.1
H -1.2382 1.4790 -2.7863 0.3 -0.2 0.2
H -0.4699 0.3162 -1.4536 0.1 1.3 -1.9
H -0.2789 2.0917 -1.3734 -0.1 0.0 -0.2
```
Positions in Å, forces in eV/Å.

For the highest occupied orbital energy, the calculation gives -0.3433 Ha. Its LUMO energy is 1.14 eV. The calculation puts the total energy at -7424.0183 eV. As for the largest force on an atom: 2.315 eV Å⁻¹. As for the HOMO-LUMO gap: 10.48 eV. As for the net charge: 0.

In elementary charge units, the Löwdin charges are: -0.13 -0.31 -0.15 -0.11 -0.19 -0.12 0.07 0.07 0.07 0.11 0.09 0.11 0.06 0.11 0.09 0.10 0.04 0.10


C5H12N2O | ωB97M-V/def2-TZVPD

```
20
Properties=species:S:1:pos:R:3:forces:R:3
C 2.4047 -0.5443 -0.7955 1.4 1.1 -2.0
C 1.6118 -0.9614 0.5255 1.1 4.1 -2.1
C 0.3087 -0.1530 0.4066 0.6 -0.2 -4.4
C -0.5993 -0.2495 -0.9795 -4.5 -4.6 3.7
C -0.2566 0.9795 -0.4926 3.5 7.4 2.9
H 3.4494 -1.0077 -0.7701 -1.5 0.2 -0.5
H 2.7648 0.6947 -0.6976 -1.6 -3.5 -0.5
H 1.8280 -0.7730 -2.0038 2.0 0.7 4.0
H 1.4312 -2.0482 0.7058 0.4 1.1 0.0
H 2.2667 -0.3058 1.2354 -1.2 -2.1 -0.2
H -0.9483 0.6829 1.6807 1.2 -0.5 -1.0
H -0.1837 -0.6000 -1.8160 1.7 -0.9 -3.0
H -1.9537 -0.9920 0.1885 -0.5 -0.3 2.3
H -1.9655 -2.0230 -1.1336 0.0 4.8 1.1
H 0.3941 1.7442 -1.1579 -1.6 -1.7 1.6
H -1.9723 1.6511 0.1459 -5.6 0.2 -2.4
H -0.8474 2.8060 0.6042 -1.2 -2.3 -0.3
N -2.0088 -0.8306 -0.7739 1.6 -3.3 -3.2
N -1.1921 1.7782 0.6138 6.5 2.3 -1.2
O -0.3341 -0.1114 1.5191 -2.3 -2.4 5.1
```
Positions in Å, forces in eV/Å.

For the highest occupied orbital energy, the calculation gives -0.2758 Ha. Its LUMO energy is 0.74 eV. The calculation puts the total energy at -10400.6380 eV. As for the largest force on an atom: 8.699 eV Å⁻¹. As for the HOMO-LUMO gap: 8.24 eV. As for the net charge: 0.

In elementary charge units, the Löwdin charges are: -0.16 -0.16 -0.50 -0.27 -0.18 0.05 0.13 0.15 0.12 0.13 0.09 0.06 -0.01 0.18 0.17 -0.01 0.14 0.02 0.08 -0.03


C7H18N2 | ωB97M-V/def2-TZVPD

```
27
Properties=species:S:1:pos:R:3:forces:R:3
C -0.1878 -0.3878 0.2906 -2.9 2.2 -1.9
C -1.5821 0.5707 -0.6049 -0.4 -1.7 1.8
C 0.8306 0.5529 -0.1763 5.1 -2.3 1.6
C 2.3826 -0.1669 0.3409 -1.9 1.7 -0.9
C -0.3251 -0.5231 1.7936 -0.4 0.2 -0.3
C -2.3881 1.3863 0.3883 -0.1 -0.1 0.0
C 3.3565 -0.0843 -0.8172 0.0 0.1 0.1
N -0.1183 -1.6491 -0.3268 0.6 -0.6 -0.5
N -2.3764 -0.4684 -1.2521 -0.2 0.4 -0.4
H -1.2624 1.2464 -1.4100 0.8 -0.4 0.4
H -0.2159 -1.5613 -1.3398 -0.1 -0.2 0.5
H -0.8424 -2.2777 -0.0027 -0.1 0.1 -0.1
H -3.2129 -0.7325 -0.7352 0.2 0.2 -0.1
H -2.6534 -0.1493 -2.1744 -0.2 -0.2 0.1
H 0.8955 0.6211 -1.2580 0.0 0.1 0.0
H 0.8121 1.5177 0.3164 -0.3 0.2 -0.2
H 2.6959 0.4363 1.1925 0.2 0.0 0.0
H 2.2986 -1.1987 0.6814 -0.5 0.1 -0.1
H -0.0515 0.3945 2.3070 -0.1 0.1 0.1
H -1.3498 -0.7927 2.0480 -0.1 0.0 0.2
H 0.3178 -1.3198 2.1627 0.1 0.0 -0.1
H -3.2888 1.8102 -0.0751 0.2 0.1 0.0
H -1.7907 2.1953 0.8062 0.0 0.1 0.1
H -2.7232 0.7538 1.2140 0.0 0.0 0.0
H 2.9543 -0.6261 -1.6772 0.1 -0.1 0.0
H 3.4907 0.9541 -1.1266 0.1 0.0 0.0
H 4.3343 -0.5017 -0.5652 0.0 0.0 -0.1
```
Positions in Å, forces in eV/Å.

For the highest occupied orbital energy, the calculation gives -0.2803 Ha. Its LUMO energy is 0.96 eV. The calculation puts the total energy at -10529.5149 eV. As for the largest force on an atom: 5.796 eV Å⁻¹. As for the HOMO-LUMO gap: 8.58 eV. As for the net charge: 0.

In elementary charge units, the Löwdin charges are: -0.54 -0.33 -0.12 -0.19 -0.04 -0.10 -0.15 0.06 0.00 0.12 0.09 0.08 0.07 0.07 0.09 0.10 0.08 0.08 0.08 0.07 0.08 0.07 0.07 0.06 0.07 0.07 0.06


Question: What is the formula in the third record?
Answer: C7H18N2


Question: highest occupied orbital energy of number 1 (C5H12O)?
Answer: -0.3433 Ha


What did the third record say?
C7H18N2 | ωB97M-V/def2-TZVPD

```
27
Properties=species:S:1:pos:R:3:forces:R:3
C -0.1878 -0.3878 0.2906 -2.9 2.2 -1.9
C -1.5821 0.5707 -0.6049 -0.4 -1.7 1.8
C 0.8306 0.5529 -0.1763 5.1 -2.3 1.6
C 2.3826 -0.1669 0.3409 -1.9 1.7 -0.9
C -0.3251 -0.5231 1.7936 -0.4 0.2 -0.3
C -2.3881 1.3863 0.3883 -0.1 -0.1 0.0
C 3.3565 -0.0843 -0.8172 0.0 0.1 0.1
N -0.1183 -1.6491 -0.3268 0.6 -0.6 -0.5
N -2.3764 -0.4684 -1.2521 -0.2 0.4 -0.4
H -1.2624 1.2464 -1.4100 0.8 -0.4 0.4
H -0.2159 -1.5613 -1.3398 -0.1 -0.2 0.5
H -0.8424 -2.2777 -0.0027 -0.1 0.1 -0.1
H -3.2129 -0.7325 -0.7352 0.2 0.2 -0.1
H -2.6534 -0.1493 -2.1744 -0.2 -0.2 0.1
H 0.8955 0.6211 -1.2580 0.0 0.1 0.0
H 0.8121 1.5177 0.3164 -0.3 0.2 -0.2
H 2.6959 0.4363 1.1925 0.2 0.0 0.0
H 2.2986 -1.1987 0.6814 -0.5 0.1 -0.1
H -0.0515 0.3945 2.3070 -0.1 0.1 0.1
H -1.3498 -0.7927 2.0480 -0.1 0.0 0.2
H 0.3178 -1.3198 2.1627 0.1 0.0 -0.1
H -3.2888 1.8102 -0.0751 0.2 0.1 0.0
H -1.7907 2.1953 0.8062 0.0 0.1 0.1
H -2.7232 0.7538 1.2140 0.0 0.0 0.0
H 2.9543 -0.6261 -1.6772 0.1 -0.1 0.0
H 3.4907 0.9541 -1.1266 0.1 0.0 0.0
H 4.3343 -0.5017 -0.5652 0.0 0.0 -0.1
```
Positions in Å, forces in eV/Å.

For the highest occupied orbital energy, the calculation gives -0.2803 Ha. Its LUMO energy is 0.96 eV. The calculation puts the total energy at -10529.5149 eV. As for the largest force on an atom: 5.796 eV Å⁻¹. As for the HOMO-LUMO gap: 8.58 eV. As for the net charge: 0.

In elementary charge units, the Löwdin charges are: -0.54 -0.33 -0.12 -0.19 -0.04 -0.10 -0.15 0.06 0.00 0.12 0.09 0.08 0.07 0.07 0.09 0.10 0.08 0.08 0.08 0.07 0.08 0.07 0.07 0.06 0.07 0.07 0.06


Copy entry 1 word for word.
C5H12O | ωB97M-V/def2-TZVPD

```
18
Properties=species:S:1:pos:R:3:forces:R:3
C 1.8863 -1.4511 1.0165 -0.1 0.0 0.0
C 1.0948 -0.3154 0.3406 -0.3 0.2 0.1
C -0.3515 -0.7263 -0.0503 -0.8 0.2 1.1
C -1.7209 0.6808 0.2240 1.1 -1.2 0.0
O -2.1094 1.2060 -0.9733 0.0 0.0 0.1
C -0.9486 1.2997 -1.7466 0.5 -0.2 -0.2
H 1.3412 -1.8341 1.8864 0.1 0.0 -0.1
H 2.8702 -1.1083 1.3674 -0.3 0.0 -0.1
H 2.0609 -2.2951 0.3364 -0.1 0.2 0.1
H 1.6906 0.0449 -0.5180 -0.5 -0.1 0.1
H 1.0356 0.5297 1.0332 0.1 0.0 0.0
H -0.2337 -1.4451 -0.9104 -0.9 1.0 0.3
H -0.7921 -1.3240 0.7234 0.2 -0.6 0.7
H -2.6582 0.4534 0.7812 1.0 -0.6 -0.2
H -1.0830 1.3606 0.8109 0.0 -0.1 -0.1
H -1.2382 1.4790 -2.7863 0.3 -0.2 0.2
H -0.4699 0.3162 -1.4536 0.1 1.3 -1.9
H -0.2789 2.0917 -1.3734 -0.1 0.0 -0.2
```
Positions in Å, forces in eV/Å.

For the highest occupied orbital energy, the calculation gives -0.3433 Ha. Its LUMO energy is 1.14 eV. The calculation puts the total energy at -7424.0183 eV. As for the largest force on an atom: 2.315 eV Å⁻¹. As for the HOMO-LUMO gap: 10.48 eV. As for the net charge: 0.

In elementary charge units, the Löwdin charges are: -0.13 -0.31 -0.15 -0.11 -0.19 -0.12 0.07 0.07 0.07 0.11 0.09 0.11 0.06 0.11 0.09 0.10 0.04 0.10